Entry 1:
This record from OMol25 describes the ion C13H26B2IN2O7 with charge -1 in a non-equilibrium geometry. The level of theory is ωB97M-V with the def2-TZVPD basis set.

Structure (XYZ):
```
51
C13H26B2IN2O7 ωB97M-V with the def2-TZVPD basis set
C -6.5440 -0.0008 1.0739
C -5.3724 -0.9479 1.0364
O -5.2122 -1.8489 1.8119
O -4.5226 -0.6655 0.0285
C -3.1174 -0.5675 0.4083
C -2.3546 0.0017 -0.7689
C -1.0426 0.6776 -0.3283
C 0.1868 0.1174 -1.0667
B 0.1332 0.4260 -2.6149
N 0.0729 1.8288 -3.1072
O 0.1815 -0.5998 -3.5302
O 0.1517 -1.2997 -0.8864
B 0.9699 -1.6327 0.3403
C 0.2394 -2.5036 1.4976
N 0.9394 -2.2876 2.7907
O 1.4239 -0.2837 0.8170
C 1.5340 0.4808 -0.3364
C 2.7009 0.0762 -1.2633
C 4.0191 -0.3218 -0.5867
C 4.4146 0.4333 0.6615
O 4.5751 1.8256 0.3369
C 1.5644 2.0121 -0.0351
C 1.4699 2.3558 1.4193
O 2.1439 2.0295 2.3170
I -0.1560 3.8328 1.8818
H -6.7623 0.3579 0.0702
H -7.4051 -0.4993 1.5116
H -6.2538 0.8536 1.6882
H -3.0445 0.0946 1.2744
H -2.7557 -1.5568 0.6842
H -3.0117 0.7507 -1.2210
H -2.1631 -0.7907 -1.4936
H -1.1499 1.7556 -0.4762
H -0.8876 0.5336 0.7456
H -0.7419 1.9438 -3.7045
H 0.8699 2.0175 -3.7116
H -0.4410 -1.3097 -3.3441
H 1.9493 -2.3153 -0.0601
H -0.8127 -2.2421 1.6650
H 0.3057 -3.5626 1.2090
H 0.7013 -3.0116 3.4578
H 1.9414 -2.3071 2.6393
H 2.8821 0.8947 -1.9714
H 2.3637 -0.7754 -1.8566
H 4.8324 -0.1636 -1.3058
H 4.0063 -1.3893 -0.3664
H 5.3828 0.0475 1.0074
H 3.6875 0.2930 1.4630
H 4.8413 2.2743 1.1439
H 0.7647 2.5097 -0.5733
H 2.5023 2.4596 -0.3720
```

Output
Orbital gap, eV: 7.0117
Energy relative to the best compared isomer or geometry (same formula, charge and spin), kJ/mol: 0.00
Energy, Eh: -1494.73243
Strongest force on any atom, eV/A: 1.2
E_HOMO, Eh: -0.167
Net charge: -1

***

Entry 2:
This record from OMol25 describes a cluster of 2 separate species, C4H9NO4 in total in a non-equilibrium geometry. The level of theory is ωB97M-V with the def2-TZVPD basis set.

Structure (XYZ):
```
18
C4H9NO4 ωB97M-V with the def2-TZVPD basis set
C 0.3599 -2.0479 0.6855
O -0.4259 -1.3044 -0.2385
C -1.0253 -0.0419 0.2984
C -2.1404 0.3387 -0.6304
O -0.9852 0.2067 1.4864
H 1.3002 -2.3448 0.2084
H -0.1732 -2.9468 1.0026
H 0.6431 -1.4577 1.5618
H -2.7389 1.1335 -0.1814
H -1.7403 0.6928 -1.5806
H -2.7833 -0.5233 -0.8178
C 1.5171 1.6789 0.4537
O 0.6584 1.2326 -0.5835
N 1.3626 0.0388 -1.3902
O 0.9332 -0.0695 -2.4865
H 1.2407 1.2082 1.4013
H 2.5714 1.4416 0.2709
H 1.4257 2.7644 0.5399
```

Output
Orbital gap, eV: 9.7908
SMILES string: COC(C)=O.CON=O
Energy relative to the best compared isomer or geometry (same formula, charge and spin), kJ/mol: 491.33
Energy, Eh: -513.39041
Strongest force on any atom, eV/A: 4.4
E_HOMO, Eh: -0.383

***

Entry 3:
This record from OMol25 describes a cluster of 10 separate species, C36H56O30 in total in a non-equilibrium geometry. The level of theory is ωB97M-V with the def2-TZVPD basis set.

Structure (XYZ):
```
122
C36H56O30 ωB97M-V with the def2-TZVPD basis set
C 6.8889 4.8840 3.4017
C 7.8551 5.1254 2.3462
C 8.4396 3.7699 1.8212
O 7.9890 3.7140 0.4848
C 7.3067 4.7815 0.1889
O 6.8355 4.9525 -0.9219
O 7.2153 5.6442 1.2133
H 6.3107 5.7169 3.8019
H 7.4425 4.4512 4.2349
H 6.1515 4.1175 3.1634
H 8.5327 5.9116 2.6790
H 8.0809 2.8425 2.2678
H 9.5227 3.8586 1.7368
C -4.7962 -5.3072 4.6243
C -4.8957 -6.6470 3.7920
C -5.5288 -6.4198 2.4672
O -4.6830 -7.1966 1.6357
C -3.5273 -7.5269 2.2755
O -2.6792 -8.3140 1.8221
O -3.5509 -7.0100 3.4306
H -3.7980 -5.2033 5.0495
H -5.5475 -5.2268 5.4100
H -4.9219 -4.5198 3.8812
H -5.4225 -7.4938 4.2318
H -5.6715 -5.3778 2.1811
H -6.5506 -6.7956 2.5211
C 1.6035 -4.2283 -2.7767
C 1.3795 -5.4589 -3.7962
C 2.4989 -6.5470 -3.7715
O 1.8847 -7.8174 -3.8137
C 0.5735 -7.6546 -3.5816
O -0.2371 -8.5888 -3.6028
O 0.3391 -6.3574 -3.4419
H 1.5850 -4.6325 -1.7646
H 0.7522 -3.5606 -2.9094
H 2.4840 -3.6053 -2.9338
H 1.3719 -5.0923 -4.8227
H 3.1645 -6.4919 -2.9101
H 3.1367 -6.2855 -4.6158
C -4.5184 -2.0776 -7.5638
C -3.7447 -2.1844 -6.2374
C -3.7277 -1.0041 -5.2812
O -4.0277 -1.6601 -4.0217
C -4.3544 -2.9711 -4.1741
O -4.8379 -3.6997 -3.2782
O -4.2336 -3.3168 -5.5147
H -5.5744 -1.9166 -7.3469
H -4.4195 -2.9660 -8.1876
H -4.0231 -1.2527 -8.0759
H -2.7022 -2.3778 -6.4901
H -4.4681 -0.2682 -5.5947
H -2.7325 -0.5612 -5.2417
C 9.2116 -1.9061 -1.7131
C 8.3588 -2.2832 -0.5433
C 6.9990 -2.8743 -0.9172
O 6.8572 -4.1374 -0.2674
C 8.0570 -4.4865 0.2609
O 8.4189 -5.4826 0.8783
O 8.9698 -3.4688 0.0449
H 8.9427 -0.9184 -2.0876
H 8.9681 -2.6747 -2.4467
H 10.2825 -1.8689 -1.5137
H 8.2395 -1.4996 0.2049
H 6.9592 -3.0792 -1.9870
H 6.1692 -2.2673 -0.5552
C -7.2566 3.7246 2.2835
C -6.2420 2.6043 2.6418
O -6.6934 1.9210 3.8478
C -7.3574 0.7052 3.7413
O -7.5957 0.1149 2.6883
O -7.7796 0.3102 4.9534
C -8.7009 -0.7272 5.0992
H -8.1751 3.1391 2.3247
H -7.1407 4.2657 1.3445
H -7.2808 4.4688 3.0796
H -5.2545 2.9797 2.9101
H -6.1325 1.9792 1.7556
H -8.1346 -1.6523 5.2069
H -9.4684 -0.8099 4.3297
H -9.2324 -0.5463 6.0335
C -2.1732 -1.0236 1.1776
O -1.1896 -0.6143 0.2534
C -0.5180 0.5313 0.4305
O -0.7922 1.3456 1.3001
O 0.5791 0.6480 -0.3757
C 1.6471 1.5226 -0.1230
H -2.8838 -1.6580 0.6477
H -2.7307 -0.1894 1.6033
H -1.8235 -1.6832 1.9718
H 1.8458 1.7152 0.9313
H 1.5530 2.5248 -0.5411
H 2.5504 1.1871 -0.6326
O 1.2302 1.1283 -7.1180
C 2.0052 1.9852 -6.7594
O 2.7856 2.6738 -7.6521
C 3.6036 3.5628 -6.9909
C 3.3541 3.1882 -5.5297
O 2.2100 2.3471 -5.5626
H 4.6828 3.5375 -7.1417
H 3.3503 4.5576 -7.3573
H 3.1956 4.1092 -4.9688
H 4.2109 2.6782 -5.0892
O -3.6489 8.6132 0.3960
C -2.6597 7.8858 0.2887
O -1.8282 7.5399 1.2035
C -0.9767 6.5054 0.7979
C -1.4246 6.2680 -0.6199
O -2.3442 7.2208 -0.8459
H 0.0938 6.7066 0.8399
H -1.3402 5.6271 1.3313
H -1.6492 5.2139 -0.7825
H -0.5508 6.3865 -1.2607
O -1.9112 6.3553 6.1739
C -1.4438 5.2421 6.4430
O -0.3542 4.9756 7.1707
C -0.0104 3.5755 7.0356
C -1.2444 2.8746 6.4393
O -1.9667 4.0513 6.0274
H 0.9026 3.5640 6.4403
H 0.1545 3.1557 8.0279
H -1.7432 2.2642 7.1921
H -0.9059 2.2164 5.6391
```

Output
Orbital gap, eV: 9.9227
SMILES string: C[C@H]1COC(=O)O1.C[C@H]1COC(=O)O1.C[C@H]1COC(=O)O1.C[C@H]1COC(=O)O1.C[C@H]1COC(=O)O1.CCOC(=O)OC.COC(=O)OC.O=C1OCCO1.O=C1OCCO1.O=C1OCCO1
Energy, Eh: -3662.47096
Strongest force on any atom, eV/A: 5.7
E_HOMO, Eh: -0.385